Molecular formula: CH4N2OS
Method: DFT, ωB97M-V/def2-TZVPD

Structure (XYZ):
```
9
Properties=species:S:1:pos:R:3:lowdin_charge:R:1
C -1.818 0.094 -0.698 -0.540
N 0.787 -0.931 -0.074 -0.009
N 1.319 0.347 0.127 -0.145
O 0.218 1.304 0.149 -0.158
S -2.789 -0.276 0.428 0.702
H -0.058 1.167 -0.744 -0.016
H 0.275 -1.165 0.726 0.036
H 0.215 -1.035 -0.878 0.026
H 1.852 0.495 0.965 0.105
```

Computed properties:
E_HOMO   -0.326 Eh
Total charge   0

=====

Molecular formula: CH4N2OS
Method: DFT, ωB97M-V/def2-TZVPD

Structure (XYZ):
```
9
Properties=species:S:1:pos:R:3:lowdin_charge:R:1
C -0.252 -3.118 1.190 -0.592
N -0.297 0.497 -0.816 -0.025
N 0.818 0.016 -0.061 -0.134
O 0.287 -0.609 1.185 -0.200
S 0.314 -3.469 -0.134 0.675
H 0.260 0.224 1.638 0.058
H -1.028 -0.231 -1.088 0.101
H -0.698 1.356 -0.480 0.060
H 1.306 -0.809 -0.392 0.057
```

Computed properties:
E_HOMO   -0.359 Eh
Total charge   0

=====

Listing E for the structures above in their given order: -16959.5346, -16959.5539 eV.